Entry 1:
This record from the OMol25 dataset describes 20 unconnected molecules or ions with the total composition C65H185N25O20. The level of theory is ωB97M-V/def2-TZVPD.

The geometry in ORCA input format:
```
! wB97M-V def2-TZVPD RIJCOSX def2/J DEFGRID3
* xyz 0 1
C 6.5116 3.1243 -1.6761
C 6.6151 3.1661 -3.2223
C 5.3864 3.7486 -3.8697
O 4.2667 2.9196 -3.6942
C 3.1034 3.3845 -4.3635
N 7.7242 4.0854 -3.6259
H 5.5350 2.6306 -1.4738
H 6.4894 4.1525 -1.2575
H 7.2544 2.5141 -1.1730
H 6.7441 2.1570 -3.6284
H 5.4667 3.9401 -4.9483
H 5.2285 4.7553 -3.4678
H 3.3399 3.5773 -5.4374
H 2.6266 4.2892 -4.0049
H 2.3795 2.5871 -4.2260
H 8.5116 3.9624 -3.0124
H 8.1035 3.8632 -4.5411
C -4.0557 -1.0852 4.4398
C -2.9567 -0.2412 3.7103
C -3.5467 0.7686 2.7289
O -2.5307 1.3917 1.9507
C -2.8032 2.4549 1.0216
N -2.1196 0.3758 4.7302
H -3.7817 -2.0819 4.8359
H -4.9242 -1.1881 3.8279
H -4.3035 -0.4136 5.2764
H -2.2460 -0.9050 3.2016
H -4.0634 1.5524 3.3503
H -4.3025 0.3158 2.0901
H -3.5450 2.1189 0.2925
H -1.8576 2.6247 0.4945
H -3.2701 3.3156 1.4682
H -2.4498 1.3098 4.9331
H -1.1243 0.4566 4.5284
C 2.4420 -0.3005 -8.3289
C 2.5591 0.5446 -7.0269
C 1.3494 0.3965 -6.1858
O 0.3313 1.0991 -6.8137
C -0.7917 1.2692 -5.9750
N 3.6997 0.0252 -6.2630
H 3.2468 -0.1261 -9.0246
H 1.4807 -0.1040 -8.8365
H 2.4262 -1.3466 -8.0137
H 2.6956 1.6091 -7.2877
H 1.5135 0.7921 -5.1834
H 1.0234 -0.6640 -6.0077
H -1.2462 0.3513 -5.5471
H -1.5102 1.8249 -6.5626
H -0.5550 1.8772 -5.0930
H 4.0412 0.8253 -5.6843
H 4.4532 -0.2247 -6.9282
C 7.3962 2.7835 4.1074
C 6.4279 1.8960 3.1947
C 4.9830 1.8286 3.6783
O 4.3739 0.6319 3.4040
C 3.0495 0.6626 4.0079
N 6.4465 2.4051 1.7909
H 8.4427 2.6232 3.8258
H 7.2412 2.4451 5.1170
H 7.0639 3.7752 3.9797
H 6.8848 0.9088 3.2583
H 4.4392 2.7360 3.3319
H 5.0696 1.9355 4.8175
H 3.0119 0.9017 5.0866
H 2.5472 -0.3012 3.9166
H 2.4771 1.4696 3.5819
H 5.7940 1.8432 1.2447
H 7.4081 2.1172 1.5414
C 0.9406 -1.1639 6.7583
C -0.1270 -1.4039 7.8295
C -0.2167 -0.2030 8.7902
O -0.9321 -0.6367 9.9255
C -1.2436 0.3633 10.8808
N -1.3535 -1.8347 7.2388
H 1.0678 -2.0517 6.1215
H 1.8842 -0.8965 7.1938
H 0.6588 -0.3251 6.0954
H 0.1845 -2.1660 8.4812
H -0.6443 0.6826 8.3323
H 0.7831 0.0973 9.1462
H -0.3466 0.9667 11.1588
H -1.6838 -0.1286 11.7512
H -2.0225 1.0440 10.4525
H -2.0165 -2.0343 7.9705
H -1.6913 -1.1940 6.6108
C -1.7624 -1.7614 -2.3244
C -3.0266 -1.0116 -1.9154
C -3.0130 0.4294 -2.4845
O -1.8915 1.1105 -2.0260
C -1.9993 2.4718 -2.2677
N -4.1798 -1.7008 -2.3357
H -1.6583 -1.8963 -3.4193
H -1.6054 -2.7144 -1.8228
H -0.9107 -1.1380 -2.1047
H -3.1205 -0.8068 -0.8023
H -3.9015 0.9679 -2.1950
H -3.0177 0.4588 -3.5702
H -2.8605 2.8997 -1.6934
H -2.1963 2.7087 -3.3063
H -1.0971 2.9672 -1.9736
H -3.9214 -2.6747 -2.4182
H -4.9827 -1.5522 -1.7706
C 7.3480 -4.5134 1.4501
C 7.3608 -3.2677 2.3031
C 8.4828 -2.4600 1.8461
O 8.7043 -1.4904 2.8066
C 9.9068 -0.7072 2.6223
N 6.0585 -2.5844 2.3251
H 8.1238 -5.2328 1.7094
H 7.5925 -4.3360 0.3644
H 6.4392 -5.0542 1.3722
H 7.6829 -3.4737 3.3217
H 8.1855 -1.9676 0.9179
H 9.2995 -3.1200 1.5886
H 9.7565 -0.0932 1.7288
H 10.8359 -1.2997 2.6546
H 9.9033 0.0471 3.4544
H 5.7595 -2.3814 1.3525
H 6.2456 -1.7270 2.8286
C 1.9132 3.1567 1.6332
C 1.9389 4.0203 0.3247
C 1.0347 5.1295 0.4823
O -0.3092 4.6421 0.1745
C -1.4224 5.4864 0.3463
N 3.2743 4.5182 0.0187
H 0.9812 2.6727 1.7574
H 2.1019 3.8445 2.4840
H 2.7116 2.4056 1.5564
H 1.5475 3.3574 -0.4525
H 1.3143 5.9549 -0.2453
H 1.1047 5.5794 1.4650
H -1.5322 5.8377 1.4133
H -2.3433 4.9618 0.0563
H -1.3593 6.3548 -0.3322
H 3.8708 4.7299 0.8316
H 3.7829 3.7768 -0.4861
C 1.3274 6.6712 -3.5914
C -0.0411 7.3427 -3.5411
C -1.0953 6.2916 -3.4112
O -1.1751 5.3892 -4.4755
C -1.6322 5.9369 -5.6879
N -0.2115 8.1466 -2.3863
H 1.4615 6.1878 -4.5459
H 1.3869 5.9261 -2.7941
H 2.1352 7.3882 -3.4492
H -0.2815 7.9313 -4.4583
H -2.0494 6.7985 -3.3464
H -0.9780 5.6660 -2.5217
H -1.7069 5.1735 -6.4439
H -0.8954 6.6390 -6.0266
H -2.5800 6.4835 -5.5652
H 0.3634 8.9907 -2.3497
H -0.0966 7.7769 -1.4305
C -0.5886 5.1727 4.3931
C -1.1649 3.9354 4.9441
C -1.0237 3.9164 6.4761
O 0.3135 3.7956 6.9490
C 0.2861 3.7199 8.3337
N -2.5424 3.8043 4.6279
H 0.4697 5.2278 4.6372
H -1.0561 5.9934 4.9792
H -0.7322 5.2771 3.3548
H -0.5543 3.0732 4.5550
H -1.7045 3.0856 6.8452
H -1.4851 4.8512 6.8684
H 0.0024 2.7119 8.7198
H -0.4887 4.4366 8.7416
H 1.2847 3.9636 8.7208
H -2.5270 3.4069 3.6933
H -2.9375 4.7410 4.8307
C -10.2510 2.5626 -2.5673
C -10.6785 2.5187 -1.0937
C -9.4642 2.6889 -0.2562
O -8.5261 1.6875 -0.6138
C -7.2865 1.8501 -0.0768
N -11.6371 3.5467 -0.6957
H -9.6873 3.4669 -2.6690
H -11.0400 2.6811 -3.3206
H -9.6697 1.6370 -2.7624
H -11.1622 1.5706 -0.8586
H -9.5831 2.5078 0.8217
H -9.1026 3.6659 -0.3566
H -6.6319 1.0040 -0.4090
H -7.2964 1.8159 1.0202
H -6.7952 2.7927 -0.4528
H -12.5557 3.2934 -0.9373
H -11.4233 4.5195 -0.9256
C 4.0650 -5.6496 -0.3058
C 3.4184 -6.1656 -1.5829
C 1.9826 -5.8746 -1.4740
O 1.4856 -6.5277 -0.2956
C 0.1028 -6.2852 -0.1981
N 3.8843 -5.5223 -2.9111
H 4.4550 -4.6022 -0.4514
H 4.8663 -6.3463 -0.0084
H 3.2935 -5.6564 0.4966
H 3.5081 -7.2640 -1.6600
H 1.5131 -6.2260 -2.3800
H 1.7959 -4.7948 -1.3276
H -0.2252 -6.6832 0.7626
H -0.4609 -6.6758 -1.0337
H -0.0457 -5.2082 -0.0890
H 4.0834 -4.5580 -2.7266
H 4.7308 -6.0015 -3.2232
C -9.1069 -1.4359 -2.5785
C -7.6703 -1.8455 -2.1898
C -7.6411 -2.0071 -0.6925
O -6.3333 -1.9055 -0.2217
C -6.2058 -1.9233 1.1544
N -7.2118 -2.8998 -3.0514
H -9.2422 -1.1835 -3.6014
H -9.5151 -0.6711 -1.8908
H -9.7057 -2.3479 -2.4978
H -7.0200 -0.9797 -2.4546
H -8.2394 -2.9603 -0.4902
H -8.1636 -1.1855 -0.1962
H -6.3709 -0.9746 1.6979
H -5.1835 -2.1944 1.3714
H -6.8460 -2.6608 1.6089
H -7.6494 -3.8063 -2.8100
H -6.1908 -2.9179 -2.9108
C -2.6407 -4.2421 -5.8952
C -1.7557 -3.0516 -6.2623
C -0.4342 -3.5854 -6.8087
O 0.2267 -4.5046 -5.9569
C 1.2733 -3.8429 -5.2337
N -2.4201 -2.3978 -7.2796
H -2.6834 -4.9500 -6.7182
H -3.6369 -3.8996 -5.6112
H -2.1377 -4.7327 -5.0279
H -1.5951 -2.4186 -5.3709
H 0.2311 -2.7825 -7.2074
H -0.6856 -4.1175 -7.7273
H 1.6632 -4.5349 -4.4673
H 0.8607 -2.9278 -4.7542
H 2.1671 -3.6317 -5.9297
H -3.4358 -2.2944 -7.2304
H -1.9177 -1.6211 -7.7040
C -3.8339 -5.4173 -1.9475
C -3.4697 -6.0438 -0.5779
C -3.4858 -4.9790 0.4043
O -2.6184 -3.8858 -0.0716
C -2.2580 -3.0737 0.9258
N -4.5370 -6.9683 -0.2007
H -3.0391 -4.7296 -2.2451
H -4.6886 -4.7399 -1.8515
H -4.1038 -6.1249 -2.7155
H -2.4961 -6.5252 -0.6523
H -3.1709 -5.2874 1.3975
H -4.5519 -4.5727 0.5288
H -1.6160 -2.2225 0.5744
H -1.7861 -3.6994 1.6927
H -3.1378 -2.6095 1.3964
H -4.2905 -7.8274 -0.6825
H -4.5001 -7.2188 0.7674
C 4.9430 -0.2776 -1.0278
O 5.2462 -1.3818 -0.7096
N 5.3957 0.1955 -2.1894
N 4.3715 0.6441 -0.1509
H 5.8267 -0.4983 -2.7899
H 4.8911 0.9584 -2.6887
H 3.8286 1.3678 -0.6460
H 3.9222 0.2530 0.6640
C 2.7948 -3.9169 3.4667
O 1.7781 -4.4628 4.0325
N 2.6700 -3.0517 2.4519
N 4.0177 -4.2343 3.8075
H 1.7667 -2.7385 2.1830
H 3.4479 -2.4814 2.1710
H 4.7698 -3.6872 3.3315
H 4.1124 -4.9785 4.4583
C -2.0868 -4.6267 4.5700
O -3.2555 -4.6796 4.9310
N -1.4114 -5.7692 4.0829
N -1.3757 -3.4846 4.6039
H -0.4776 -5.8807 4.3940
H -1.8963 -6.6432 4.2992
H -1.5153 -2.8970 5.4218
H -0.3900 -3.4392 4.4035
C 2.6472 -1.4466 -2.8984
O 2.1287 -0.3234 -2.9042
N 3.3470 -1.8629 -3.9612
N 2.5923 -2.2918 -1.8283
H 3.1707 -1.2490 -4.7612
H 3.4989 -2.8583 -4.0963
H 2.3884 -1.7761 -0.9576
H 3.4893 -2.7338 -1.6811
C 0.7976 0.0124 0.6423
O 1.9204 -0.5793 0.5911
N 0.3941 0.7638 -0.4827
N -0.0427 -0.1411 1.7066
H -0.5611 0.8220 -0.7676
H 1.0943 0.6630 -1.2171
H -0.9273 0.3136 1.8490
H 0.3312 -0.6420 2.4466
*
```

As for the largest force on an atom: 4.55 eV Å⁻¹. The value obtained for the HOMO-LUMO gap is 8.915 eV. For the lowest unoccupied orbital energy, the calculation gives 0.419 eV. As for the HOMO energy: -8.5 eV.


Entry 2:
This record from the OMol25 dataset describes a molecular structure, C65H64Cl5N7P2PbSTe. The level of theory is ωB97M-V/def2-TZVPD.

The geometry in ORCA input format:
```
! wB97M-V def2-TZVPD RIJCOSX def2/J DEFGRID3
* xyz -2 1
Pb -0.3405 1.3889 0.2175
C 6.5220 -0.5978 0.0175
C 5.7837 -0.8140 1.1723
C 4.7233 0.0163 1.5072
C 4.3718 1.1024 0.6911
C 5.1173 1.2929 -0.4835
C 6.1840 0.4700 -0.8060
N 3.2766 1.9405 0.8864
C 2.9403 2.4647 2.0374
C 3.7502 2.4384 3.2411
C 3.5124 3.2764 4.2825
C 2.4600 4.2378 4.2381
C 1.6686 4.3063 3.1320
C 1.8200 3.3922 2.0558
N 0.9921 3.4347 0.9824
N 0.5838 4.6154 0.6980
C -0.2638 4.7876 -0.3847
C -0.5897 6.1252 -0.6829
C -1.3554 6.4095 -1.7898
C -1.7916 5.3632 -2.5988
C -1.4589 4.0795 -2.2154
N -0.7334 3.7831 -1.1385
H 7.3352 -1.2636 -0.2459
H 6.0143 -1.6603 1.8099
H 4.1671 -0.1575 2.4174
H 4.8434 2.1296 -1.1175
H 6.7505 0.6545 -1.7131
H 4.5929 1.7670 3.2838
H 4.1408 3.2246 5.1645
H 2.2885 4.8978 5.0807
H 0.8556 5.0177 3.0724
H -0.2156 6.8928 -0.0197
H -1.6159 7.4330 -2.0316
H -2.3774 5.5448 -3.4895
H -1.7921 3.2315 -2.8078
N -0.2775 0.7056 2.3569
P -1.0462 -0.1335 3.3645
C -2.8235 -0.4886 3.0101
C -3.6427 0.6482 3.0313
C -4.9714 0.5811 2.6401
C -5.5017 -0.6266 2.1999
C -4.6958 -1.7543 2.1548
C -3.3638 -1.6857 2.5512
C -1.2329 0.6887 5.0079
C -0.7234 1.9757 5.1345
C -0.9266 2.6970 6.3073
C -1.6372 2.1287 7.3554
C -2.1441 0.8374 7.2351
C -1.9436 0.1214 6.0631
C -0.2930 -1.7220 3.9112
C -0.9341 -2.8749 4.3582
C -0.1942 -3.9954 4.7162
C 1.1944 -3.9616 4.6755
C 1.8440 -2.8049 4.2704
C 1.1041 -1.7026 3.8684
H -3.2150 1.5911 3.3556
H -5.5881 1.4741 2.6629
H -6.5368 -0.6816 1.8818
H -5.1036 -2.6950 1.7995
H -2.7465 -2.5727 2.5017
H -0.1835 2.3929 4.2880
H -0.5442 3.7083 6.3962
H -1.8031 2.6923 8.2671
H -2.7091 0.3995 8.0503
H -2.3544 -0.8773 5.9576
H -2.0132 -2.9086 4.4480
H -0.7038 -4.8983 5.0357
H 1.7648 -4.8348 4.9716
H 2.9268 -2.7666 4.2403
H 1.5830 -0.7989 3.5075
N -1.1901 -1.3762 -0.5861
C -1.6084 -2.4181 -0.3065
N -2.0466 -3.6249 0.0550
C -1.0825 -4.5971 0.5901
C -0.6251 -5.5577 -0.4996
C -1.8348 -6.2203 -1.1688
C -2.7728 -5.1484 -1.7352
C -3.2057 -4.1822 -0.6332
H -1.5790 -5.1526 1.3956
H -0.2321 -4.0458 0.9969
H 0.0433 -6.3023 -0.0628
H -0.0554 -4.9952 -1.2474
H -2.3757 -6.8260 -0.4309
H -1.5027 -6.8815 -1.9734
H -3.6612 -5.6024 -2.1843
H -2.2445 -4.5866 -2.5126
H -3.8134 -4.7191 0.1048
H -3.7942 -3.3597 -1.0389
Te 1.8503 -2.1390 0.3446
C 3.0309 -3.8357 -0.0113
C 3.1729 -4.9501 0.7874
C 4.0347 -5.9563 0.2562
C 4.5572 -5.6181 -0.9558
S 3.9896 -4.0616 -1.4364
H 2.6625 -5.0275 1.7420
H 4.2579 -6.8926 0.7573
H 5.2366 -6.1755 -1.5861
Cl -3.6540 0.3133 -1.0469
C -3.7791 1.8753 -0.2915
C -2.7461 2.3077 0.5321
C -3.0267 3.4887 1.2156
Cl -1.9557 3.9979 2.4921
C -4.1613 4.2705 0.9927
Cl -4.3991 5.7740 1.8232
C -5.1234 3.8328 0.0877
Cl -6.5283 4.7900 -0.2367
C -4.9500 2.6010 -0.5316
Cl -6.1923 1.9958 -1.5785
C 3.0031 -0.5744 -3.3143
C 1.8275 -0.8928 -4.2500
C 1.5113 -2.3901 -4.1509
C 2.2449 -0.5144 -5.6723
P 0.3387 0.0384 -3.5178
C 0.8976 1.7688 -3.8595
C 0.7232 2.5118 -5.0301
C 1.2335 3.8005 -5.1441
C 1.9269 4.3756 -4.0858
C 2.1065 3.6545 -2.9140
C 1.5969 2.3673 -2.8054
C -1.1699 -0.2641 -4.6505
C -2.1175 0.9130 -4.3903
C -1.0025 -0.4732 -6.1557
C -1.8312 -1.5274 -4.0732
H 3.8335 -1.2583 -3.5234
H 2.7316 -0.7020 -2.2616
H 3.3578 0.4498 -3.4567
H 2.4245 -2.9797 -4.2807
H 0.7902 -2.7004 -4.9145
H 1.1011 -2.6248 -3.1610
H 3.2042 -0.9967 -5.9010
H 2.3819 0.5644 -5.7700
H 1.5253 -0.8385 -6.4254
H 0.1886 2.0913 -5.8701
H 1.0950 4.3521 -6.0679
H 2.3200 5.3812 -4.1786
H 2.6330 4.0958 -2.0749
H 1.7468 1.8189 -1.8783
H -1.7816 1.8223 -4.8901
H -2.1845 1.1127 -3.3189
H -3.1243 0.6743 -4.7506
H -0.5242 0.3685 -6.6574
H -1.9982 -0.6002 -6.6020
H -0.4283 -1.3741 -6.3744
H -1.9213 -1.4509 -2.9894
H -1.2450 -2.4212 -4.2979
H -2.8353 -1.6554 -4.4990
*
```

As for the largest force on an atom: 1.28 eV Å⁻¹. The calculation puts the relative energy (zero: lowest compared OMol25 entry of this formula, charge and spin) at 25.6 kJ/mol. The value obtained for the HOMO-LUMO gap (spin up / spin down) is 4.780 / 4.786 eV. For the lowest unoccupied orbital energy (spin up / spin down), the calculation gives 3.671 / 3.677 eV. As for the HOMO energy (spin up / spin down): -1.1 / -1.1 eV.


Among the records above, which one has the lowest largest force on an atom?
C65H64Cl5N7P2PbSTe


What is the largest force on an atom in the second record?
1.28 eV Å⁻¹


The highest largest force on an atom belongs to which entry?
C65H185N25O20